1.
The following is a quantum chemistry calculation of C4H6O2 in the gas phase, from the Open Molecules 2025 dataset.

Its frontier orbital gap is 10.96 eV. Its spin multiplicity is 1. As for the energy above the lowest of the compared OMol25 structures with the same formula, charge and spin: 71.45 kcal per mole. As for the structure (SMILES): C[C@H]1O[C@H]1C=O. The calculation puts the HOMO energy at -10.0 eV. The total charge is 0. The total energy comes out at -8337.36271 eV.

Last column: Löwdin charge in e.
Positions of all 12 atoms, in Å:
O (0.010, 1.674, 1.518)  0.046
O (-1.180, -1.215, -0.163)  0.039
C (0.971, -0.372, -0.986)  -0.032
C (-1.135, -0.110, 0.711)  -0.215
C (-0.008, 0.462, 1.469)  -0.252
C (-0.472, -0.085, -0.628)  -0.305
H (1.367, -1.238, -0.445)  0.091
H (0.980, -0.614, -2.054)  0.086
H (1.628, 0.489, -0.832)  0.090
H (-0.917, 0.762, -1.144)  0.154
H (-2.089, 0.412, 0.791)  0.158
H (0.845, -0.166, 1.764)  0.140

2.
The following is a quantum chemistry calculation of 2 unconnected molecules or ions with the total composition C4H6O2, from the Open Molecules 2025 dataset.

Its frontier orbital gap is 9.31 eV. Its spin multiplicity is 1. As for the energy above the lowest of the compared OMol25 structures with the same formula, charge and spin: 143.31 kcal per mole. The calculation puts the HOMO energy at -8.8 eV. The total charge is 0. The total energy comes out at -8334.24646 eV.

Last column: Löwdin charge in e.
Positions of all 12 atoms, in Å:
O (-1.052, 0.824, -1.036)  -0.066
O (0.391, 0.378, 1.288)  -0.035
C (0.140, 0.074, -0.731)  -0.266
C (-0.494, -0.493, 0.537)  -0.188
C (-1.739, 0.271, 0.103)  -0.107
C (0.996, 0.938, 0.237)  0.044
H (-2.085, 1.036, 0.806)  0.132
H (-2.570, -0.369, -0.212)  0.129
H (0.574, -0.461, -1.577)  0.142
H (3.326, -0.677, -0.257)  0.054
H (3.041, -0.010, -0.079)  0.008
H (-0.528, -1.512, 0.922)  0.152

3.
The following is a quantum chemistry calculation of C4H6O2 in the gas phase, from the Open Molecules 2025 dataset.

Its frontier orbital gap is 9.52 eV. Its spin multiplicity is 1. As for the energy above the lowest of the compared OMol25 structures with the same formula, charge and spin: 23.76 kcal per mole. As for the structure (SMILES): CCC(=O)C=O. The calculation puts the HOMO energy at -9.9 eV. The total charge is 0. The total energy comes out at -8339.43088 eV.

Last column: Löwdin charge in e.
Positions of all 12 atoms, in Å:
O (-0.399, -0.033, 2.783)  0.086
O (-1.392, 0.924, -0.334)  0.097
C (0.731, -0.149, -0.098)  -0.167
C (-0.884, 0.621, 1.897)  -0.171
C (0.462, -0.643, -1.524)  -0.099
C (-0.534, 0.500, 0.412)  -0.353
H (-1.719, 1.338, 2.039)  0.130
H (-0.299, -1.431, -1.535)  0.083
H (1.087, -0.909, 0.611)  0.118
H (1.523, 0.615, -0.121)  0.129
H (0.059, 0.182, -2.120)  0.075
H (1.365, -1.016, -2.011)  0.073

4.
The following is a quantum chemistry calculation of C4H6O2 in the gas phase, from the Open Molecules 2025 dataset.

Its frontier orbital gap is 10.33 eV. Its spin multiplicity is 1. As for the energy above the lowest of the compared OMol25 structures with the same formula, charge and spin: 111.69 kcal per mole. As for the structure (SMILES): O=C[C@@H]1C[C@@H]1O. The calculation puts the HOMO energy at -9.6 eV. The total charge is 0. The total energy comes out at -8335.61794 eV.

Last column: Löwdin charge in e.
Positions of all 12 atoms, in Å:
O (1.865, -0.432, 2.000)  0.057
O (-1.616, 0.609, 0.613)  -0.139
C (1.098, 0.033, 1.191)  -0.238
C (0.599, -0.714, 0.000)  -0.205
C (0.237, 0.109, -1.223)  -0.079
C (-0.840, -0.512, -0.404)  -0.104
H (0.507, -0.254, -2.215)  0.109
H (-2.048, 1.200, -0.023)  0.072
H (0.350, 1.188, -1.106)  0.114
H (1.058, -1.696, -0.127)  0.147
H (-1.915, -0.596, 0.012)  0.139
H (0.706, 1.063, 1.281)  0.126

5.
The following is a quantum chemistry calculation of C4H6O2 in the gas phase, from the Open Molecules 2025 dataset.

Its frontier orbital gap is 9.35 eV. Its spin multiplicity is 1. As for the energy above the lowest of the compared OMol25 structures with the same formula, charge and spin: 28.89 kcal per mole. As for the structure (SMILES): CCC(=O)C=O. The calculation puts the HOMO energy at -9.8 eV. The total charge is 0. The total energy comes out at -8339.20819 eV.

Last column: Löwdin charge in e.
Positions of all 12 atoms, in Å:
O (-1.471, -0.893, -1.251)  0.084
O (-0.666, 1.815, 0.684)  0.103
C (0.340, -0.353, 0.878)  -0.149
C (1.339, -0.192, -0.308)  -0.070
C (-1.661, 0.114, -0.615)  -0.158
C (-0.685, 0.630, 0.436)  -0.414
H (1.050, -0.890, -1.096)  0.075
H (2.372, -0.349, -0.010)  0.075
H (1.281, 0.811, -0.754)  0.087
H (-0.052, -1.376, 0.904)  0.115
H (-2.533, 0.773, -0.753)  0.130
H (0.687, -0.090, 1.885)  0.122

6.
The following is a quantum chemistry calculation of C4H6O2 in the gas phase, from the Open Molecules 2025 dataset.

Its frontier orbital gap is 10.37 eV. Its spin multiplicity is 1. As for the energy above the lowest of the compared OMol25 structures with the same formula, charge and spin: 29.49 kcal per mole. As for the structure (SMILES): O=C1CC(O)C1. The calculation puts the HOMO energy at -9.6 eV. The total charge is 0. The total energy comes out at -8339.18239 eV.

Last column: Löwdin charge in e.
Positions of all 12 atoms, in Å:
O (-1.969, 1.681, 0.082)  0.103
O (1.358, -1.105, 0.736)  -0.030
C (-1.074, 0.881, 0.040)  -0.383
C (0.411, 0.978, -0.316)  -0.033
C (0.478, -0.575, -0.227)  -0.372
C (-0.987, -0.630, 0.262)  -0.030
H (0.618, -1.055, -1.207)  0.144
H (2.267, -0.938, 0.439)  0.101
H (0.632, 1.448, -1.280)  0.119
H (0.998, 1.465, 0.471)  0.127
H (-1.690, -1.235, -0.319)  0.123
H (-1.042, -0.914, 1.320)  0.131

7.
The following is a quantum chemistry calculation of C4H6O2 in the gas phase, from the Open Molecules 2025 dataset.

Its frontier orbital gap is 10.55 eV. Its spin multiplicity is 1. As for the energy above the lowest of the compared OMol25 structures with the same formula, charge and spin: 39.97 kcal per mole. As for the structure (SMILES): O=C[C@@H]1C[C@@H]1O. The calculation puts the HOMO energy at -9.8 eV. The total charge is 0. The total energy comes out at -8338.72786 eV.

Last column: Löwdin charge in e.
Positions of all 12 atoms, in Å:
O (1.547, -0.431, 2.210)  0.062
O (-1.533, 0.571, 0.625)  -0.001
C (-0.904, -0.324, -0.240)  -0.334
C (0.542, -0.607, 0.061)  -0.184
C (0.147, 0.173, -1.172)  -0.056
C (1.143, 0.122, 1.216)  -0.233
H (0.876, -1.633, -0.047)  0.145
H (1.208, 1.224, 1.099)  0.131
H (0.348, 1.241, -1.145)  0.112
H (-2.118, 1.128, 0.096)  0.105
H (-1.511, -1.174, -0.556)  0.148
H (0.255, -0.290, -2.148)  0.106

8.
The following is a quantum chemistry calculation of C4H6O2 in the gas phase, from the Open Molecules 2025 dataset.

Its frontier orbital gap is 11.75 eV. Its spin multiplicity is 1. As for the energy above the lowest of the compared OMol25 structures with the same formula, charge and spin: 29.44 kcal per mole. As for the structure (SMILES): O=COC1CC1. The calculation puts the HOMO energy at -10.7 eV. The total charge is 0. The total energy comes out at -8339.18444 eV.

Last column: Löwdin charge in e.
Positions of all 12 atoms, in Å:
O (1.113, 0.484, 0.039)  0.005
O (1.920, -1.626, 0.164)  0.087
C (1.992, -0.492, -0.221)  -0.343
C (-1.267, 0.924, 0.207)  -0.084
C (-1.124, -0.478, -0.331)  -0.083
C (-0.115, 0.076, 0.617)  -0.313
H (-0.034, -0.315, 1.627)  0.154
H (-2.044, 1.134, 0.934)  0.102
H (2.789, -0.090, -0.863)  0.145
H (-1.791, -1.260, 0.019)  0.107
H (-1.036, 1.744, -0.467)  0.110
H (-0.802, -0.581, -1.363)  0.112

9.
The following is a quantum chemistry calculation of a molecular structure, C4H6O2, from the Open Molecules 2025 dataset.

Its frontier orbital gap is 9.88 eV. Its spin multiplicity is 1. As for the energy above the lowest of the compared OMol25 structures with the same formula, charge and spin: 78.77 kcal per mole. The calculation puts the HOMO energy at -9.0 eV. The total charge is 0. The total energy comes out at -8337.04525 eV.

Last column: Löwdin charge in e.
Positions of all 12 atoms, in Å:
O (-0.485, 0.219, -0.808)  -0.101
O (2.580, -0.066, 0.842)  -0.019
C (2.471, 0.712, -0.075)  -0.125
C (-1.452, -0.885, 0.646)  -0.033
C (-0.240, -0.799, 0.101)  -0.156
C (-1.858, 0.217, -0.297)  -0.158
H (-1.937, -1.508, 1.381)  0.089
H (0.751, -1.225, 0.204)  0.102
H (1.875, 0.484, -0.977)  0.076
H (-2.096, 1.199, 0.120)  0.119
H (-2.563, -0.052, -1.088)  0.118
H (2.956, 1.705, -0.051)  0.086

10.
The following is a quantum chemistry calculation of C4H6O2 in the gas phase, from the Open Molecules 2025 dataset.

Its frontier orbital gap is 10.43 eV. Its spin multiplicity is 1. As for the energy above the lowest of the compared OMol25 structures with the same formula, charge and spin: 72.05 kcal per mole. As for the structure (SMILES): O=CC1COC1. The calculation puts the HOMO energy at -9.7 eV. The total charge is 0. The total energy comes out at -8337.33692 eV.

Last column: Löwdin charge in e.
Positions of all 12 atoms, in Å:
O (0.315, -1.388, -1.057)  -0.106
O (-0.059, 1.631, 2.173)  0.068
C (-0.384, 0.243, 0.135)  -0.215
C (0.269, 0.032, -1.243)  -0.147
C (0.261, 1.049, 1.168)  -0.284
C (-0.321, -1.295, 0.225)  -0.117
H (1.263, 0.466, -1.427)  0.122
H (1.210, 1.402, 0.739)  0.120
H (-1.287, -1.799, 0.258)  0.118
H (-0.392, 0.311, -2.077)  0.123
H (-1.204, 1.056, 0.087)  0.187
H (0.329, -1.708, 1.018)  0.132

Number 1: LUMO energy 1.00 eV. Number 2: LUMO energy 0.49 eV. Number 3: LUMO energy -0.39 eV. Number 4: LUMO energy 0.69 eV. Number 5: LUMO energy -0.43 eV. Number 6: LUMO energy 0.74 eV. Number 7: LUMO energy 0.75 eV. Number 8: LUMO energy 1.08 eV. Number 9: LUMO energy 0.91 eV. Number 10: LUMO energy 0.72 eV.